Computed, not measured: a structure of composition C4H5DyO4, with the ωB97M-V functional and the def2-TZVPD basis.

Structure (XYZ):
```
14
Properties=species:S:1:pos:R:3:forces:R:3
H -2.36722 -2.08870 1.34667 -0.09 0.38 -0.22
C 1.52392 -0.22975 0.42968 2.10 -0.46 1.72
O -0.19592 0.28339 0.47375 0.06 0.54 -0.43
C -1.78898 -1.36281 0.77717 0.25 0.25 1.20
C -1.05361 -0.37547 1.29961 0.15 -1.09 0.17
H -3.21041 -2.95966 -0.74056 0.24 -0.03 -0.25
O -1.72749 -1.53067 -0.58768 0.33 0.59 -0.95
C -2.19713 -2.76808 -1.11691 -0.17 -0.50 0.08
O 2.11827 -0.31235 1.45680 -2.17 0.36 -1.71
O 1.67008 -0.35989 -0.78197 -0.80 0.38 -0.72
Dy -0.42053 0.20952 -1.84389 0.51 -0.50 1.33
H -1.00541 -0.18193 2.37222 -0.07 0.05 -0.36
H -1.52094 -3.58376 -0.82926 -0.20 0.18 -0.07
H -2.19964 -2.65538 -2.20584 -0.14 -0.16 0.21
```
Positions in Å, forces in eV/Å.

Calculated values
Spin multiplicity   7
E_HOMO (spin up / spin down)   -12.5 / -12.6 eV
Net charge   +1
Kohn-Sham gap (spin up / spin down)   8.709 / 7.331 eV
Energy relative to the best compared isomer or geometry (same formula, charge and spin)   0.000 eV
LUMO (spin up / spin down)   -0.1408 / -0.1927 hartree

Computed, not measured: a structure of composition C11H22MnN6O2S4Sb, with the ωB97M-V functional and the def2-TZVPD basis.

Structure (XYZ):
```
47
Properties=species:S:1:pos:R:3:forces:R:3
H -1.34534 -0.18615 -1.37914 0.02 0.00 -0.04
H 2.05944 -5.85646 -0.23251 0.00 0.00 0.00
H -3.16071 -0.08859 0.32185 0.01 -0.03 -0.05
Sb 2.19905 3.12761 -1.57101 0.30 -0.28 -0.14
H 3.57938 -5.05075 0.16796 0.00 0.00 0.00
H -1.19340 4.61220 -0.06573 -0.20 -0.19 0.53
H 0.72809 4.11419 0.75773 0.55 0.59 -0.41
C 1.42565 -3.85039 -2.05499 0.02 0.00 -0.08
N -1.54869 2.50256 2.33117 -0.08 -0.69 0.33
C 1.39983 -2.51661 -2.50233 0.11 0.08 -0.11
O 1.03247 -1.02449 1.05451 0.68 -0.03 -0.23
N -0.77755 -0.60718 -0.65226 0.42 -0.09 -0.25
H 1.48113 -1.89319 -4.54340 0.00 -0.01 0.00
N 2.53813 -2.56724 -0.69981 0.16 -0.07 -0.10
H -3.56150 2.51260 2.91857 -0.01 0.02 0.01
H -2.68663 4.00439 0.60404 0.03 0.04 -0.04
H 0.97158 -4.70591 -2.52678 0.02 0.00 0.00
H 2.11381 -4.66977 1.07767 0.01 -0.01 0.00
S 2.89480 1.54987 0.09742 -0.21 0.07 -0.26
O -0.00024 -0.10447 2.81802 -0.33 0.20 -0.48
C 2.50011 -4.91457 0.08698 0.02 0.02 -0.02
H -3.29422 2.27523 1.19234 -0.03 -0.05 -0.01
H 0.42677 -0.91944 -3.53085 0.03 0.01 -0.01
H -2.43088 0.21370 3.25946 0.03 0.04 0.01
S 3.74007 3.48763 -3.18737 -0.08 0.04 0.03
H -0.90271 1.79971 2.72142 -0.17 0.29 -0.05
C -2.47376 -0.28365 1.15348 0.06 -0.06 0.02
C 2.15828 -3.83676 -0.88400 0.00 0.00 0.01
H 2.97610 -2.16215 0.11312 -0.13 0.07 0.06
S 1.39127 5.03387 -0.51890 0.60 1.23 -1.76
H -0.93683 -1.60955 -0.62823 0.06 -0.01 0.03
H -2.53852 -1.35612 1.36747 -0.05 0.02 0.04
H -0.95211 1.08403 0.44778 0.03 -0.06 0.05
H -0.08106 -2.55080 -4.04061 0.00 0.01 0.00
C 0.08912 -0.40264 1.61187 -0.19 0.13 0.45
C -2.98301 0.50411 2.36559 0.09 0.08 -0.09
H -4.03153 0.24252 2.52841 0.00 -0.03 0.01
N 2.07647 -1.74114 -1.66062 -0.39 -0.09 0.55
S 0.40144 1.70434 -2.24651 0.38 0.07 0.20
Mn 1.36593 0.06499 -0.81914 -1.18 0.18 0.07
C -1.05472 0.01232 0.64344 -0.04 0.15 0.09
C -2.91292 2.02329 2.18725 -0.11 -0.18 0.03
N -1.70948 4.19321 0.72575 0.03 0.50 -0.69
C 0.76367 -1.93921 -3.72278 -0.04 0.00 0.04
C -0.98347 3.40697 1.52652 1.44 -0.19 0.20
N 0.33484 3.56757 1.53501 -1.88 -1.64 1.91
H 0.91191 2.80031 1.85213 0.02 -0.10 0.17
```
Positions in Å, forces in eV/Å.

Calculated values
Spin multiplicity   2
E_HOMO (spin up / spin down)   -4.1 / -4.1 eV
Net charge   -1
Kohn-Sham gap (spin up / spin down)   6.429 / 6.421 eV
LUMO (spin up / spin down)   0.0840 / 0.0841 hartree

Computed, not measured: a structure of composition C20H21IrN9O7, with the ωB97M-V functional and the def2-TZVPD basis.

Structure (XYZ):
```
58
Properties=species:S:1:pos:R:3:forces:R:3
C -2.94135 -2.96392 1.13896 0.00 0.00 -0.02
H 3.91200 -1.87035 4.29557 0.01 0.00 0.00
H 1.56779 2.39783 -4.22232 0.00 0.00 -0.01
N -0.08525 -1.83572 -0.82184 0.16 -0.12 0.20
H 4.04864 -1.57596 2.55737 0.00 0.00 0.00
H 2.02446 -1.39022 1.50534 -0.06 -0.08 0.06
N -2.96151 2.75361 -1.53155 -0.06 -0.20 -0.07
H 4.04671 0.06662 5.14211 0.01 0.01 -0.01
H 1.44561 -1.55588 -2.17159 0.00 0.03 0.01
C -1.90893 -2.20237 0.67919 0.15 -0.02 -0.09
C -2.48054 -4.63414 -0.54038 -0.01 0.00 0.01
O -1.10995 4.73632 -5.72354 -0.01 -0.04 -0.01
H -0.60088 3.89128 2.33408 -0.01 -0.01 -0.01
Ir 0.08715 -0.05573 0.23385 -0.46 0.26 -0.01
C -3.22252 -4.20226 0.52296 0.01 -0.01 -0.02
C -0.62190 -4.21590 -2.15348 0.00 0.01 0.00
C 0.28720 2.06115 2.32663 -0.12 -0.14 0.05
C 0.41773 1.60223 -2.58664 -0.03 -0.03 -0.08
H -3.55512 -2.62033 1.96305 0.00 0.00 0.00
H -0.82805 2.29778 0.68712 -0.12 0.02 0.10
O 0.88883 3.94018 -5.91543 -0.03 -0.04 -0.01
C 0.61116 2.39931 -3.71749 0.00 0.03 0.03
C -0.84249 1.57017 -1.96872 -0.01 0.19 0.14
C -1.40816 -3.85417 -1.03483 -0.01 0.00 0.01
H -2.36805 -0.26112 1.14584 0.04 0.05 -0.07
O -1.21425 0.70905 -1.04492 -0.17 -0.23 -0.26
N 1.36188 -0.66184 1.73392 0.11 0.02 -0.16
C 3.35510 -1.61589 3.40036 -0.02 -0.01 0.01
C -0.40955 3.19672 -4.17777 -0.05 -0.03 0.00
C -1.62087 3.29564 -3.50815 0.02 0.04 0.02
H -0.82618 -5.14577 -2.66917 0.00 0.00 0.00
N -0.19250 4.02614 -5.37921 0.05 0.10 0.03
H -4.04299 -4.80006 0.89372 0.00 0.00 0.00
O -4.03014 2.92805 -2.05128 0.05 0.04 0.02
O 2.57159 0.61026 -2.73132 -0.07 -0.04 -0.04
H 1.38336 1.65224 3.97044 -0.01 -0.01 0.01
O -2.75399 2.78737 -0.31987 0.07 0.08 0.02
C -1.79264 2.51734 -2.39099 0.04 0.08 0.03
C 0.37892 -3.38580 -2.57378 -0.02 -0.01 0.03
H 0.99656 -3.62373 -3.42737 0.00 0.00 0.00
C 1.73003 0.04911 2.76862 0.05 0.10 -0.02
H 2.61402 -2.39851 3.23759 0.00 0.00 0.01
H -1.35884 -0.98110 2.23006 -0.10 -0.02 0.02
C 3.22959 0.57310 4.64075 -0.01 -0.02 0.02
N 1.09819 1.25415 3.08989 0.08 0.03 -0.07
H 3.62709 1.48966 4.20261 -0.02 0.01 0.00
H 0.46817 3.62650 3.65162 0.00 0.00 -0.01
N -0.24185 1.64286 1.20787 0.34 0.04 -0.06
H -2.38600 3.98612 -3.83743 0.01 0.01 -0.01
C 0.62662 -2.19562 -1.87445 0.09 -0.17 0.05
O 1.61200 0.48563 -0.74955 0.12 0.04 -0.10
N 0.02975 3.27077 2.81821 0.01 0.01 0.03
N 2.69391 -0.32605 3.61180 0.00 0.02 -0.01
C -1.11321 -2.63831 -0.39677 -0.14 0.13 -0.01
H -2.70910 -5.57460 -1.02453 0.00 0.00 0.00
N -1.56744 -0.88934 1.23726 0.03 -0.14 0.09
H 2.48493 0.80065 5.40757 0.00 -0.01 0.01
C 1.59522 0.85686 -2.09000 0.07 0.03 0.14
```
Positions in Å, forces in eV/Å.

Calculated values
Spin multiplicity   2
E_HOMO (spin up / spin down)   -14.3 / -14.3 eV
Net charge   +2
Kohn-Sham gap (spin up / spin down)   7.964 / 5.435 eV
Energy relative to the best compared isomer or geometry (same formula, charge and spin)   0.439 eV
LUMO (spin up / spin down)   -0.2331 / -0.3253 hartree